Below is a structure of composition C22H32N6O2 at a distorted geometry, with properties calculated with ωB97M-V with the def2-TZVPD basis set.

Properties
E_LUMO: -0.1 eV
E_tot: -36347.2707 eV
Max |F|: 18.45 eV Å⁻¹
Orbital gap: 0.278 hartree
Multiplicity: 1
HOMO level: -7.66 eV
Relative energy (zero: lowest compared OMol25 entry of this formula, charge and spin): 23.969 eV

Last column: natural (NBO) charge in e.
Element x y z (Å)
C1 -4.542 -1.365 -0.775  -0.21
H1 1.211 0.110 -1.020  0.23
C2 4.059 -1.548 0.005  0.00
H2 -1.286 5.456 0.913  0.24
H3 4.838 -1.870 -0.818  0.24
H4 1.282 -3.690 0.802  0.22
H5 3.442 -3.757 -0.184  0.18
C3 0.784 4.067 0.051  -0.21
C4 2.964 -2.820 -0.366  -0.37
H6 3.064 -3.881 2.441  0.17
N1 -3.377 -2.129 -0.372  -0.48
C5 -1.704 -3.824 -0.597  -0.73
O1 -3.580 -3.491 -2.030  -0.61
C6 -2.134 2.021 0.554  0.43
H7 -2.831 4.796 0.351  0.15
C7 2.167 2.117 -0.796  0.05
H8 -3.449 2.066 2.039  0.20
C8 -2.063 4.667 0.743  -0.29
O2 5.092 0.179 -1.838  -0.61
H9 -2.394 4.200 2.014  0.18
N2 -1.525 3.331 0.688  -0.40
C9 -2.906 -3.178 -1.085  0.67
C10 -3.498 1.844 0.735  -0.25
C11 2.030 3.427 -0.674  -0.23
H10 -2.234 -2.186 1.402  0.20
C12 -2.603 -1.682 0.552  -0.19
C13 -0.111 1.695 -0.207  0.20
N3 3.456 -0.571 -0.359  -0.71
H11 -4.074 2.658 0.510  0.23
H12 3.943 -1.916 3.468  0.22
H13 -1.484 -4.701 -1.468  0.26
H14 5.012 -2.664 1.737  0.16
H15 2.353 -2.668 -1.133  0.17
H16 -1.776 -4.245 0.414  0.25
C14 -0.179 3.228 0.116  0.08
N4 -1.236 0.968 0.010  -0.52
H17 -4.881 -1.419 -1.769  0.24
C15 2.477 -2.757 2.292  -0.43
H18 1.341 -1.696 0.684  0.19
H19 2.972 4.030 -0.644  0.21
H20 5.233 -1.024 1.522  0.20
H21 4.181 2.349 -1.992  0.44
C16 3.416 -1.568 2.550  -0.42
H22 -3.320 0.441 -1.257  0.18
H23 -4.322 -1.120 1.920  0.16
N5 -4.080 0.569 0.577  -0.48
C17 4.692 -1.872 1.540  -0.34
H24 2.934 -0.660 2.330  0.20
H25 -2.937 -0.073 2.346  0.20
C18 1.209 1.327 -0.860  -0.26
C19 -3.567 -0.642 1.673  -0.13
C20 -4.295 0.187 -0.788  -0.20
H26 -5.550 -1.438 -0.230  0.20
H27 2.723 -0.154 0.270  0.40
H28 -0.797 -3.113 -0.418  0.25
H29 1.878 -2.779 3.029  0.20
H30 0.759 4.987 0.245  0.19
N6 3.439 1.730 -1.440  -0.68
C21 1.863 -2.707 1.154  -0.41
C22 4.021 0.368 -1.358  0.82
H31 -1.830 -1.049 0.332  0.22
H32 -5.045 0.572 -1.216  0.17

Forces on atoms 1 to 6 (eV/Å):
-1.3 2.7 0.1
0.4 3.4 -0.1
6.1 -17.4 0.5
-1.0 -1.0 -0.6
-0.8 1.1 1.8
0.4 2.4 1.2

---

Below is a structure of composition C22H33AsN5Si2Zr at a distorted geometry, with properties calculated with ωB97M-V with the def2-TZVPD basis set.

Properties
E_LUMO: -9.7 eV
E_tot: -108653.9351 eV
Max |F|: 1.01 eV Å⁻¹
Orbital gap: 0.269 hartree
Multiplicity: 1
HOMO level: -16.98 eV
Charge: +3

Last column: natural (NBO) charge in e.
Element x y z (Å)
H1 0.106 -3.449 -1.613  0.26
C1 -2.559 -0.475 -2.306  -1.14
H2 -3.453 -0.876 -1.826  0.28
H3 3.249 -4.503 -3.464  0.26
H4 2.578 -3.556 2.370  0.46
C2 -1.061 5.799 -0.948  -0.16
H5 0.321 0.737 -2.680  0.26
C3 0.134 3.383 -0.401  0.14
H6 0.865 1.229 3.021  0.26
C4 -3.321 1.617 0.513  -1.16
H7 0.748 4.332 2.597  0.46
H8 3.083 -2.138 -2.791  0.23
C5 2.862 -5.038 -0.130  -0.19
Si1 -1.037 -1.262 -1.624  1.39
H9 -1.344 5.016 -2.928  0.25
N1 2.319 0.582 1.644  -0.66
C6 0.414 -0.364 -2.630  -1.14
H10 1.498 -0.884 2.927  0.26
H11 1.476 -0.652 -2.456  0.23
H12 3.276 0.879 1.451  0.43
N2 2.637 -1.445 -0.002  -0.67
C7 2.409 -0.728 2.351  -0.27
C8 3.024 -5.290 -1.478  -0.16
H13 2.364 2.158 3.095  0.26
H14 -3.934 1.328 -0.342  0.27
C9 1.663 1.667 2.418  -0.27
C10 -0.955 4.809 -1.940  -0.16
C11 -3.951 -1.294 1.494  -1.16
H15 -0.641 6.374 1.084  0.26
C12 2.549 -1.774 1.291  0.46
H16 -0.264 2.858 -2.479  0.21
Zr1 1.247 0.214 -0.421  1.76
H17 -1.638 -3.608 -1.391  0.28
C13 -0.355 3.592 -1.688  -0.24
H18 -1.531 6.742 -1.196  0.26
H19 -3.437 -2.211 1.782  0.27
N3 2.599 -3.084 1.477  -0.46
As1 -0.738 -0.769 0.683  -0.52
H20 -2.452 2.173 0.155  0.24
H21 -2.564 0.611 -2.190  0.26
H22 -4.397 -1.433 0.508  0.26
H23 -2.627 -0.713 -3.371  0.28
C14 2.735 -3.701 0.224  0.10
H24 -0.989 -3.283 -3.001  0.28
C15 -2.273 0.646 3.241  -1.16
H25 -3.917 2.300 1.129  0.28
C16 -0.863 -3.064 -1.938  -1.15
C17 3.082 -4.252 -2.426  -0.17
H26 3.138 -6.312 -1.812  0.26
H27 0.252 -0.713 -3.651  0.35
Si2 -2.838 0.170 1.549  1.63
H28 -4.768 -1.146 2.207  0.29
C18 -0.568 5.606 0.326  -0.19
C19 1.061 2.626 1.442  0.45
H29 2.858 -5.836 0.599  0.26
H30 -1.748 -0.164 3.751  0.26
N4 0.795 2.275 0.179  -0.68
C20 2.771 -2.667 -0.703  0.13
C21 2.968 -2.927 -2.057  -0.24
H31 -1.635 1.534 3.206  0.23
H32 -3.142 0.897 3.856  0.29
C22 0.027 4.375 0.566  0.10
N5 0.627 3.848 1.718  -0.46
H33 3.263 -0.766 3.032  0.26

Forces on atoms 1 to 6 (eV/Å):
0.0 0.0 0.0
-0.1 0.1 -0.1
0.0 0.0 0.0
0.0 0.0 0.0
0.0 0.0 0.0
0.0 0.0 0.0

---

Below is a structure of composition C22H33BaGeN4O2 at a distorted geometry, with properties calculated with ωB97M-V with the def2-TZVPD basis set.

Properties
E_LUMO: -8.1 eV
E_tot: -90593.5199 eV
Max |F|: 2.44 eV Å⁻¹
Orbital gap: 0.306 hartree
Multiplicity: 1
HOMO level: -16.37 eV
Relative energy (zero: lowest compared OMol25 entry of this formula, charge and spin): 0.643 eV
Charge: +3

Last column: natural (NBO) charge in e.
Element x y z (Å)
C1 0.410 5.112 -0.831  -0.04
H1 -2.351 5.026 1.853  0.39
Ge1 1.961 -2.641 0.789  1.58
C2 0.357 -3.057 -1.644  -0.29
C3 0.691 -3.508 -0.362  -0.47
H2 1.572 5.632 0.853  0.44
H3 0.568 3.019 -1.360  0.21
H4 -1.153 -6.351 -0.301  0.25
N1 0.950 4.871 0.572  -0.73
N2 -1.549 5.436 1.384  -0.89
H5 7.040 -4.520 2.591  0.25
H6 0.833 -2.177 -2.069  0.21
C4 -0.627 6.224 -0.741  -0.44
H7 -5.983 -3.959 -0.888  0.26
O1 2.182 -1.008 -0.252  -0.89
H8 1.263 5.427 -1.429  0.25
H9 -0.873 6.542 -1.755  0.26
H10 -1.735 -5.551 -2.564  0.25
H11 -0.278 4.042 -2.492  0.26
H12 4.227 -3.983 -0.578  0.23
H13 -5.740 -1.470 -0.998  0.28
H14 -5.586 -2.044 0.654  0.28
H15 -4.374 -4.114 -0.180  0.22
H16 0.397 -5.077 1.105  0.24
C5 3.975 -3.100 2.721  -0.22
N3 -1.426 2.480 0.289  -0.93
H17 -0.758 -3.455 -3.432  0.24
C6 5.733 -4.300 0.908  -0.18
C7 6.080 -4.157 2.248  -0.14
C8 0.137 -4.697 0.123  -0.23
C9 3.631 -3.244 1.374  -0.47
H18 -2.630 6.571 -0.066  0.23
N4 -2.797 -0.896 -0.133  -0.60
C10 -1.536 3.367 -0.909  -0.06
C11 -5.122 -2.075 -0.333  -0.54
C12 5.209 -3.564 3.152  -0.19
H19 1.147 -1.898 1.901  -0.25
H20 5.488 -3.469 4.192  0.25
C13 -0.741 -5.422 -0.670  -0.16
C14 4.501 -3.851 0.461  -0.21
C15 -3.822 -1.412 -0.223  0.50
H21 1.474 3.998 0.641  0.43
C16 2.743 0.110 0.192  0.68
H22 3.785 0.049 0.520  0.19
H23 -1.246 3.049 1.115  0.38
C17 -2.492 4.550 -0.729  -0.44
H24 -0.201 7.102 -0.245  0.24
C18 -0.523 -3.789 -2.430  -0.19
H25 -1.374 6.300 1.895  0.40
H26 -2.823 4.878 -1.717  0.25
H27 6.418 -4.771 0.217  0.25
H28 0.117 4.883 1.209  0.46
H29 3.295 -2.645 3.431  0.22
H30 -3.395 4.219 -0.207  0.23
H31 -1.958 2.726 -1.686  0.22
C19 -4.991 -3.514 -0.846  -0.59
O2 2.076 1.136 0.235  -0.70
C20 -1.068 -4.969 -1.942  -0.16
H32 -2.359 2.101 0.454  0.38
H33 -4.563 -3.535 -1.847  0.22
C21 -0.165 3.829 -1.426  -0.44
C22 -1.895 5.764 -0.025  -0.06
Ba1 -0.124 -0.223 0.231  1.88

Forces on atoms 1 to 6 (eV/Å):
0.0 0.0 0.1
0.0 0.0 0.0
0.2 -0.2 0.1
0.1 0.0 0.0
0.1 0.0 -0.1
0.0 0.0 0.0

---

Below is a structure of composition C22H33Cl2N4O3Pr at a distorted geometry, with properties calculated with ωB97M-V with the def2-TZVPD basis set.

Properties
E_LUMO (alpha / beta): -0.1 / -0.1 eV
E_tot: -74567.9711 eV
Max |F|: 4.53 eV Å⁻¹
Orbital gap (alpha / beta): 0.251 / 0.251 hartree
Multiplicity: 3
HOMO level (alpha / beta): -6.91 / -6.93 eV
Relative energy (zero: lowest compared OMol25 entry of this formula, charge and spin): 3.614 eV

Last column: Mulliken spin population.
Element x y z (Å)
H1 -0.064 -1.857 -4.004  0.00
C1 3.069 1.824 -2.919  0.00
C2 -3.666 3.510 0.356  0.00
H2 -2.109 -3.321 -1.363  0.00
H3 3.656 0.343 -0.449  0.00
H4 1.351 -2.696 2.421  0.00
H5 -2.883 -0.767 1.769  0.00
H6 -4.703 3.414 0.707  0.00
H7 -0.675 -3.558 -2.419  0.00
H8 -1.174 -4.462 5.399  0.00
N1 -1.649 -1.734 -2.659  0.00
H9 -0.832 -0.232 -3.868  0.00
N2 -2.815 2.754 1.189  0.00
C3 3.222 1.024 0.352  0.00
C4 2.073 1.669 0.116  0.00
C5 -1.021 -1.319 -3.898  0.00
C6 -1.035 -3.777 4.573  0.00
Cl1 1.827 -0.128 2.189  0.00
C7 -2.708 3.037 2.619  0.00
C8 -1.701 -3.165 -2.367  0.00
H10 -3.824 -1.446 2.976  0.00
H11 -3.589 3.142 -0.682  0.00
H12 -2.334 0.170 -2.163  0.00
O1 0.217 0.696 -1.251  0.00
H13 -3.368 4.567 0.397  0.00
C9 -2.028 1.794 0.662  0.00
H14 4.992 1.424 1.493  0.00
N3 -0.703 -2.068 2.513  -0.01
H15 -1.672 -1.563 -4.751  0.00
H16 3.104 2.856 -2.555  0.00
H17 -3.629 2.695 3.118  0.00
C10 2.097 -0.389 -2.772  0.00
H18 2.887 -1.867 -4.116  0.00
C11 1.269 2.497 1.103  0.00
H19 1.929 2.933 1.858  0.00
H20 0.903 2.433 -1.467  0.00
H21 3.494 1.606 2.434  0.00
C12 2.191 0.935 -2.346  0.00
C13 2.949 -0.827 -3.789  0.00
H22 0.702 3.247 0.556  0.00
C14 1.327 1.471 -1.218  0.00
H23 -3.072 -3.073 4.556  0.00
H24 1.377 -1.065 -2.306  0.00
N4 -2.922 -1.384 2.549  0.00
C15 0.385 -2.807 2.931  0.00
H25 1.073 -4.270 4.311  0.00
H26 0.511 1.894 1.659  0.00
H27 4.607 2.088 -4.394  0.00
C16 -1.922 -2.128 3.034  0.00
O2 -1.422 1.141 1.515  0.00
C17 -2.086 -3.009 4.109  0.00
C18 3.855 0.054 -4.375  0.00
C19 4.020 1.014 1.668  0.00
H28 -2.323 -3.655 -3.132  0.00
C20 -2.052 -0.828 -1.783  0.00
C21 3.909 1.390 -3.934  0.00
Cl2 1.030 -2.768 -0.428  -0.01
C22 0.232 -3.680 3.972  0.00
H29 -1.835 2.549 3.053  0.00
H30 4.143 -0.015 2.051  0.00
O3 -2.222 -1.100 -0.581  0.00
H31 4.517 -0.285 -5.171  0.00
H32 -2.630 4.130 2.725  0.00
H33 -1.994 1.705 -0.456  0.00
Pr1 -0.252 -0.767 0.682  2.01

Forces on atoms 1 to 6 (eV/Å):
-0.4 0.4 0.0
0.7 0.0 -0.6
-0.7 1.0 -0.5
0.1 0.0 -0.3
-0.6 1.1 0.9
-0.8 0.2 0.1